{"formula": "C52H87Cl4F3N11O15S3", "method": "the ωB97M-V functional and the def2-TZVPD basis", "species": ["C", "O", "C", "C", "N", "H", "H", "C", "C", "O", "C", "H", "H", "H", "H", "H", "H", "H", "H", "H", "H", "H", "H", "H", "H", "C", "O", "C", "C", "N", "H", "H", "C", "C", "O", "C", "H", "H", "H", "H", "H", "H", "H", "H", "H", "H", "H", "H", "H", "H", "S", "O", "O", "O", "O", "S", "O", "O", "O", "O", "C", "F", "F", "F", "S", "O", "O", "O", "C", "C", "N", "C", "C", "C", "C", "H", "H", "H", "H", "H", "H", "H", "H", "H", "H", "H", "H", "H", "H", "H", "C", "Cl", "Cl", "Cl", "Cl", "N", "C", "C", "C", "C", "H", "H", "H", "H", "H", "N", "C", "C", "C", "C", "H", "H", "H", "H", "H", "N", "C", "C", "C", "C", "H", "H", "H", "H", "H", "N", "C", "C", "C", "C", "H", "H", "H", "H", "H", "N", "C", "C", "C", "C", "H", "H", "H", "H", "H", "N", "C", "C", "C", "C", "H", "H", "H", "H", "H", "N", "C", "C", "C", "C", "H", "H", "H", "H", "H", "N", "C", "C", "C", "C", "H", "H", "H", "H", "H"], "coordinates": [[-26.872, 1.206, 10.713], [-25.530, 1.461, 10.372], [-25.068, 2.748, 10.743], [-23.685, 2.876, 10.140], [-23.762, 2.405, 8.704], [-24.498, 1.691, 8.719], [-23.980, 3.191, 8.066], [-22.596, 1.616, 8.148], [-22.481, 0.264, 8.799], [-23.780, -0.342, 8.754], [-23.994, -1.228, 9.834], [-27.136, 0.278, 10.199], [-27.548, 1.941, 10.262], [-27.025, 1.137, 11.790], [-25.025, 2.855, 11.829], [-25.747, 3.525, 10.374], [-23.012, 2.150, 10.600], [-23.166, 3.828, 10.167], [-21.673, 2.172, 8.336], [-22.746, 1.596, 7.070], [-22.120, 0.414, 9.820], [-21.752, -0.333, 8.245], [-23.076, -1.778, 10.072], [-24.738, -1.949, 9.488], [-24.337, -0.787, 10.774], [-21.153, 5.494, 8.837], [-20.372, 6.464, 8.152], [-19.562, 7.149, 9.038], [-18.503, 7.877, 8.256], [-17.835, 6.879, 7.361], [-17.313, 6.236, 7.958], [-18.497, 6.310, 6.814], [-16.754, 7.380, 6.451], [-17.377, 7.924, 5.157], [-18.278, 8.951, 5.513], [-18.830, 9.648, 4.410], [-21.643, 5.904, 9.727], [-20.489, 4.688, 9.169], [-21.983, 5.094, 8.260], [-19.097, 6.454, 9.754], [-20.128, 7.856, 9.658], [-17.709, 8.333, 8.848], [-18.968, 8.702, 7.722], [-16.095, 6.559, 6.181], [-16.289, 8.184, 7.019], [-17.904, 7.107, 4.654], [-16.623, 8.327, 4.475], [-18.031, 9.989, 3.747], [-19.376, 10.505, 4.800], [-19.572, 8.996, 3.941], [-24.959, 5.961, 7.622], [-26.413, 6.165, 7.581], [-24.318, 6.915, 6.694], [-24.407, 6.312, 8.962], [-24.585, 4.584, 7.261], [-19.872, 2.010, 11.293], [-18.407, 2.117, 11.578], [-20.551, 3.256, 11.654], [-19.631, 1.929, 9.826], [-20.531, 0.782, 11.822], [-17.661, 2.437, 5.007], [-18.019, 3.100, 3.916], [-17.767, 1.113, 4.826], [-16.370, 2.670, 5.249], [-18.748, 2.925, 6.467], [-18.079, 2.441, 7.669], [-18.785, 4.384, 6.347], [-20.027, 2.264, 6.296], [-18.728, -0.912, 9.064], [-17.638, -0.752, 10.140], [-16.722, 0.363, 9.869], [-16.084, 0.090, 8.571], [-14.954, 1.041, 8.130], [-15.632, 0.302, 10.834], [-16.025, 0.382, 12.326], [-19.582, -1.447, 9.480], [-18.383, -1.540, 8.232], [-19.103, -0.003, 8.593], [-18.209, -0.592, 11.050], [-17.138, -1.732, 10.224], [-15.702, -0.936, 8.431], [-16.896, 0.212, 7.854], [-15.229, 2.090, 8.052], [-14.052, 0.875, 8.727], [-14.605, 0.765, 7.127], [-14.914, 1.095, 10.623], [-15.084, -0.654, 10.703], [-15.047, 0.483, 12.823], [-16.504, -0.508, 12.726], [-16.507, 1.334, 12.542], [-28.532, -2.637, 7.327], [-29.735, -1.627, 8.149], [-26.909, -2.071, 7.684], [-28.716, -4.321, 7.773], [-28.736, -2.475, 5.550], [-22.871, -0.220, 12.963], [-23.082, -1.489, 13.423], [-24.341, -1.514, 13.965], [-24.865, -0.197, 13.963], [-23.872, 0.589, 13.401], [-22.014, 0.150, 12.518], [-22.382, -2.291, 13.261], [-24.863, -2.378, 14.353], [-25.842, 0.095, 14.304], [-23.765, 1.634, 13.158], [-27.171, 3.395, 6.881], [-26.653, 2.344, 6.194], [-27.516, 1.297, 6.342], [-28.527, 1.672, 7.228], [-28.278, 3.005, 7.579], [-26.703, 4.307, 6.915], [-25.659, 2.398, 5.788], [-27.433, 0.289, 5.962], [-29.337, 1.084, 7.626], [-28.871, 3.693, 8.157], [-23.802, 1.904, 1.601], [-25.151, 2.165, 1.667], [-25.540, 1.789, 2.945], [-24.399, 1.382, 3.644], [-23.321, 1.515, 2.815], [-23.288, 2.042, 0.752], [-25.694, 2.541, 0.817], [-26.522, 1.842, 3.388], [-24.378, 1.064, 4.673], [-22.273, 1.310, 2.941], [-22.109, -2.232, 6.076], [-22.643, -1.026, 5.714], [-21.598, -0.235, 5.278], [-20.413, -0.978, 5.386], [-20.749, -2.185, 5.954], [-22.629, -2.983, 6.488], [-23.703, -0.842, 5.771], [-21.599, 0.776, 4.907], [-19.474, -0.638, 4.985], [-20.171, -3.054, 6.226], [-22.543, 3.978, 13.362], [-23.430, 4.963, 13.044], [-24.208, 5.218, 14.148], [-23.670, 4.469, 15.223], [-22.709, 3.635, 14.676], [-21.732, 3.595, 12.834], [-23.411, 5.429, 12.070], [-24.968, 5.970, 14.289], [-23.800, 4.508, 16.295], [-22.038, 2.912, 15.111], [-26.578, 6.326, 10.533], [-27.940, 6.245, 10.379], [-28.531, 6.823, 11.488], [-27.518, 7.420, 12.265], [-26.332, 6.918, 11.728], [-25.844, 6.099, 9.813], [-28.346, 5.894, 9.445], [-29.589, 7.032, 11.585], [-27.668, 8.034, 13.138], [-25.318, 7.149, 12.016], [-19.705, -1.747, 12.744], [-20.230, -2.721, 11.939], [-19.901, -3.926, 12.511], [-19.141, -3.682, 13.682], [-19.115, -2.307, 13.824], [-19.950, -0.759, 12.596], [-20.688, -2.445, 11.006], [-20.125, -4.903, 12.106], [-18.837, -4.435, 14.390], [-18.733, -1.757, 14.668], [-28.096, 4.124, 12.985], [-29.285, 3.503, 12.741], [-29.455, 2.456, 13.610], [-28.236, 2.359, 14.359], [-27.460, 3.418, 13.950], [-27.702, 4.893, 12.462], [-29.932, 3.851, 11.950], [-30.301, 1.789, 13.547], [-28.046, 1.632, 15.130], [-26.481, 3.713, 14.302]], "atomic_forces_ev_per_a": [[-0.2, -0.1, -0.7], [0.0, 0.1, 0.2], [-0.1, 0.4, 0.0], [0.9, -1.2, -0.8], [0.4, -0.9, 0.2], [-0.5, 0.4, -0.2], [-0.5, 0.5, -0.1], [0.5, 1.2, 0.2], [-0.4, 0.5, -0.2], [0.2, 0.0, 0.4], [0.1, -0.7, -0.1], [0.1, -0.2, 0.3], [0.1, 0.3, 0.2], [0.0, 0.0, 0.1], [0.1, 0.0, 0.1], [-0.1, 0.0, -0.2], [0.0, 0.1, 0.3], [-0.5, 0.3, 0.1], [0.1, -0.1, 0.0], [-0.1, -0.2, 0.0], [0.0, -0.3, 0.1], [0.1, 0.0, 0.1], [0.0, -0.1, -0.1], [0.0, -0.1, 0.2], [0.0, 0.5, -0.2], [-0.2, -1.0, 0.9], [-0.2, 0.5, -0.6], [0.2, -0.4, 1.0], [-0.2, 0.4, -0.2], [1.0, 0.0, -0.4], [-0.8, -0.5, 0.2], [-0.5, -0.6, 0.4], [-1.1, 1.0, -0.7], [-0.3, 0.0, 0.5], [0.3, 0.3, 0.2], [-0.3, -0.5, 0.5], [0.2, 0.4, 0.0], [-0.1, -0.1, 0.0], [0.3, 0.3, -0.7], [0.1, -0.1, 0.0], [0.0, 0.2, -0.1], [-0.1, -0.2, 0.3], [0.2, -0.4, -0.6], [0.1, 0.0, 0.3], [0.5, -0.1, -0.2], [0.0, -0.1, -0.1], [0.3, -0.2, 0.1], [-0.1, -0.1, -0.3], [0.1, 0.0, 0.1], [0.2, 0.1, -0.5], [2.4, 3.6, -1.3], [-1.1, -1.0, 0.4], [-0.2, -0.5, -0.4], [-0.7, -1.0, 1.1], [-0.1, -1.6, 0.0], [6.2, 0.8, -4.3], [-0.6, -0.3, 4.0], [-1.7, 0.4, 1.1], [-4.0, -0.5, -0.8], [-0.8, -0.3, 0.8], [-1.0, -0.3, 1.9], [0.1, -0.1, -0.8], [0.0, 0.0, -0.7], [0.5, 0.4, -0.1], [-0.5, -0.8, 3.0], [0.6, 0.7, -2.0], [0.5, 0.5, -0.6], [0.5, 0.4, -1.3], [0.2, -0.6, -0.8], [-1.5, 0.7, -0.7], [1.7, -1.5, -0.2], [-0.9, 1.2, -1.0], [0.3, -0.6, -0.1], [-0.6, -0.2, 1.0], [1.5, 0.8, -0.4], [0.0, 0.1, 0.1], [0.1, -0.1, 0.0], [0.2, 0.3, 0.6], [0.5, 0.4, 0.3], [0.4, 0.0, 0.1], [0.0, -0.3, 0.5], [0.1, -0.1, -0.2], [-0.2, 0.0, 0.5], [-0.1, 0.4, 0.3], [-0.4, -0.2, -0.1], [-0.2, 0.1, 0.1], [0.1, -0.1, -0.1], [0.0, -0.3, 0.2], [-0.4, 0.2, -0.1], [-0.8, -0.4, -0.1], [0.3, 0.7, -0.6], [0.2, -0.3, -0.1], [0.0, 0.0, 0.3], [-0.1, -0.3, 0.2], [-0.3, -0.1, 0.2], [0.7, 0.0, 1.0], [-0.3, -0.1, -0.8], [-0.4, -0.3, 0.5], [0.7, 0.2, -0.2], [-0.5, 0.0, -0.9], [-0.1, 0.0, 0.1], [0.0, 0.1, -0.1], [0.2, -0.1, 0.0], [0.0, 0.2, 0.1], [-0.4, 0.1, 0.2], [0.2, 0.0, 0.4], [0.0, 0.5, 0.1], [0.1, -1.6, -0.1], [-0.6, 1.5, 0.9], [-0.1, -0.6, -1.0], [-0.2, 0.0, 0.4], [-0.2, 0.2, -0.3], [0.3, 0.1, -0.2], [0.0, 0.0, -0.2], [0.2, 0.1, 0.1], [-0.3, 0.9, -0.7], [0.0, -0.9, 1.0], [-0.7, 0.5, -0.7], [0.5, 0.0, 0.5], [0.1, -0.6, -0.4], [0.3, 0.1, 0.2], [0.0, 0.0, 0.0], [-0.1, 0.1, -0.2], [0.1, 0.0, 0.0], [0.0, 0.0, 0.1], [-0.1, 0.4, 0.4], [0.3, 0.4, -0.5], [-0.7, 0.0, -0.2], [0.0, -0.4, 0.2], [0.3, -0.5, -0.6], [0.0, 0.0, 0.1], [0.0, 0.0, 0.1], [-0.3, 0.0, 0.2], [0.2, -0.1, 0.5], [0.1, 0.1, -0.1], [0.1, -0.5, 0.9], [0.1, -0.3, -0.4], [0.3, 0.9, 0.8], [0.6, -1.3, 0.0], [0.3, 1.0, -0.2], [-0.2, 0.3, -0.8], [-0.2, -0.1, -0.1], [0.0, 0.1, -0.4], [-0.7, 0.1, -0.1], [-0.1, 0.0, 0.1], [-1.2, -0.6, 0.5], [0.6, 0.1, 0.0], [-0.8, 1.1, -1.1], [0.6, -1.5, 0.2], [0.4, 1.7, -0.1], [0.1, 0.3, 0.4], [0.0, -0.2, 0.1], [0.0, -0.2, 0.0], [0.2, -0.2, 0.2], [0.0, -0.1, 0.0], [-0.8, 0.3, 0.0], [0.7, 0.1, 0.4], [0.1, -0.7, -0.6], [-0.9, 0.4, 0.0], [0.5, -0.6, 0.4], [0.5, 0.2, -0.1], [-0.2, -0.1, 0.0], [0.0, 0.1, -0.1], [0.2, 0.1, 0.1], [0.0, 0.3, -0.3], [-0.2, -1.0, 0.1], [-0.6, 0.6, -0.4], [0.6, -0.1, -0.6], [-0.9, 0.4, -0.2], [0.9, -0.2, 0.8], [-0.1, 0.1, 0.0], [0.0, 0.1, 0.1], [0.0, -0.1, 0.3], [0.3, 0.1, 0.0], [0.0, 0.0, -0.1]], "homo_ev": 0.275, "orbital_gap_ha": 0.1484, "charge": -3, "mol_weight_g_mol": 1401.3, "total_energy_ha": -7099.3466}

{"formula": "C4H2Cl3P", "method": "the ωB97M-V functional and the def2-TZVPD basis", "species": ["C", "C", "C", "C", "P", "Cl", "Cl", "Cl", "H", "H"], "coordinates": [[-1.002, -0.522, 0.188], [-1.426, 0.815, -0.129], [0.270, -0.850, -0.045], [1.208, 0.338, -0.225], [-0.080, 1.812, -0.398], [0.838, -2.387, 0.287], [1.620, 0.827, 1.510], [2.692, 0.133, -1.111], [-1.721, -1.421, 0.159], [-2.399, 1.256, -0.235]], "atomic_forces_ev_per_a": [[-2.6, -2.5, -2.1], [2.4, 1.0, -0.2], [0.8, 1.5, 0.6], [-1.7, 0.1, 1.4], [0.1, -0.2, -0.7], [0.8, -1.1, -0.1], [0.4, -0.1, 0.0], [-0.6, 0.1, -0.2], [0.9, 1.6, 0.8], [-0.4, -0.4, 0.4]], "homo_ev": -8.643, "e_above_lowest_ev": 1.756, "orbital_gap_ha": 0.2830, "charge": 0, "mol_weight_g_mol": 187.4, "total_energy_ha": -1875.4766}

{"formula": "C4H9NO2", "method": "the ωB97M-V functional and the def2-TZVPD basis", "species": ["C", "C", "N", "C", "C", "H", "H", "H", "H", "H", "H", "H", "O", "H", "H", "O"], "coordinates": [[-1.081, -0.551, 0.677], [-0.198, -0.343, -0.348], [-0.055, -1.537, -1.010], [-0.827, -2.501, -0.440], [-1.477, -1.913, 0.616], [-1.424, 0.162, 1.408], [0.530, 0.394, -0.645], [0.623, -1.676, -1.738], [-0.890, -3.541, -0.685], [-2.157, -2.394, 1.296], [1.954, 1.351, 1.413], [2.318, 1.202, 2.857], [2.582, 0.881, 1.986], [-0.735, 3.299, -1.787], [0.617, 4.012, -1.683], [0.221, 3.154, -1.917]], "atomic_forces_ev_per_a": [[-0.1, 0.1, 0.0], [0.8, -0.7, -0.3], [0.2, -0.2, -0.3], [-0.5, 0.1, 0.9], [-0.1, 0.2, 0.0], [0.1, 0.1, -0.1], [-0.6, 0.7, 0.2], [-0.1, 0.0, 0.0], [0.3, -0.1, -0.6], [-0.1, -0.1, 0.0], [0.1, -0.1, -0.2], [0.1, -0.1, 0.1], [-0.2, 0.2, 0.1], [0.1, 0.0, 0.1], [0.0, 0.0, 0.1], [0.0, -0.1, 0.0]], "homo_ev": [0.986, -5.374], "multiplicity": 2, "e_above_lowest_ev": 1.164, "orbital_gap_ha": [0.0919, 0.3206], "charge": -1, "mol_weight_g_mol": 103.1, "total_energy_ha": -362.9923}